[1]
{
  "formula": "C25H68O11",
  "method": "ωB97M-V with the def2-TZVPD basis set",
  "elements": ["C", "C", "O", "O", "H", "H", "H", "H", "H", "H", "C", "C", "O", "O", "H", "H", "H", "H", "H", "H", "C", "C", "C", "O", "H", "H", "H", "H", "H", "H", "H", "H", "C", "C", "C", "O", "H", "H", "H", "H", "H", "H", "H", "H", "C", "C", "C", "O", "H", "H", "H", "H", "H", "H", "H", "H", "C", "C", "C", "O", "H", "H", "H", "H", "H", "H", "H", "H", "C", "C", "C", "O", "H", "H", "H", "H", "H", "H", "H", "H", "C", "C", "C", "O", "H", "H", "H", "H", "H", "H", "H", "H", "C", "C", "C", "O", "H", "H", "H", "H", "H", "H", "H", "H"],
  "xyz": [[12.16, 12.94, 11.68], [12.28, 11.48, 12.09], [12.71, 10.61, 10.95], [11.71, 13.75, 12.72], [11.44, 12.93, 10.89], [13.14, 13.28, 11.31], [11.42, 11.03, 12.58], [13.16, 11.41, 12.84], [12.43, 9.68, 11.20], [10.88, 13.31, 12.99], [11.45, 9.62, 7.48], [11.48, 11.02, 8.14], [10.25, 11.60, 7.67], [10.11, 9.17, 7.53], [12.06, 8.84, 7.98], [11.80, 9.70, 6.42], [12.34, 11.59, 7.78], [11.53, 10.97, 9.21], [9.94, 12.31, 8.23], [9.60, 9.96, 7.40], [9.24, 13.82, 15.55], [8.46, 13.02, 14.51], [7.74, 13.95, 13.52], [9.42, 12.24, 13.83], [8.64, 14.54, 16.05], [10.13, 14.35, 15.10], [9.53, 13.30, 16.44], [7.80, 12.33, 15.00], [6.84, 14.45, 13.84], [7.44, 13.36, 12.62], [8.40, 14.74, 13.17], [8.96, 11.45, 13.52], [11.48, 5.78, 11.19], [11.89, 6.92, 12.11], [13.33, 6.92, 12.40], [11.54, 8.23, 11.64], [10.41, 5.79, 11.06], [11.67, 4.79, 11.59], [12.01, 5.98, 10.26], [11.28, 6.86, 13.05], [13.54, 7.56, 13.25], [13.97, 7.22, 11.55], [13.61, 5.89, 12.73], [11.03, 8.12, 10.77], [16.61, 8.86, 10.09], [16.61, 9.88, 11.23], [17.87, 10.76, 11.22], [15.51, 10.79, 11.13], [17.49, 8.26, 10.26], [16.61, 9.27, 9.11], [15.64, 8.21, 10.15], [16.63, 9.36, 12.26], [18.03, 11.18, 10.22], [18.69, 10.06, 11.50], [17.88, 11.53, 12.00], [14.67, 10.36, 10.94], [8.81, 9.93, 10.61], [8.79, 8.48, 10.69], [7.46, 7.70, 10.54], [9.84, 8.04, 9.88], [7.91, 10.37, 11.04], [8.67, 10.22, 9.58], [9.75, 10.21, 11.03], [9.01, 8.28, 11.78], [6.96, 7.72, 11.53], [7.65, 6.68, 10.36], [6.78, 8.11, 9.85], [9.81, 8.50, 8.99], [8.81, 7.41, 14.80], [9.01, 8.80, 15.16], [10.38, 9.37, 14.89], [8.07, 9.73, 14.45], [9.18, 6.91, 13.90], [7.76, 7.12, 14.97], [9.27, 6.83, 15.67], [8.70, 8.95, 16.19], [10.62, 9.45, 13.83], [11.10, 8.61, 15.28], [10.49, 10.36, 15.26], [7.19, 9.47, 14.33], [15.03, 15.84, 15.80], [14.50, 14.89, 14.69], [15.63, 13.93, 14.39], [13.28, 14.24, 15.10], [14.25, 16.62, 15.96], [15.97, 16.20, 15.46], [15.18, 15.29, 16.76], [14.23, 15.48, 13.80], [16.56, 14.52, 14.31], [15.45, 13.20, 13.53], [15.68, 13.38, 15.29], [12.85, 13.97, 14.24], [15.07, 14.07, 8.62], [16.14, 14.84, 9.46], [15.56, 15.48, 10.65], [17.21, 14.00, 9.82], [15.65, 13.37, 7.98], [14.38, 14.74, 8.02], [14.53, 13.46, 9.34], [16.48, 15.60, 8.78], [15.33, 14.75, 11.43], [14.68, 16.05, 10.36], [16.23, 16.29, 11.01], [16.85, 13.16, 10.04]],
  "mol_weight_g_mol": 544.808,
  "smiles": "CC(C)O.CC(C)O.CC(C)O.CC(C)O.CC(C)O.CC(C)O.CC(C)O.OCCO.OCCO",
  "total_energy_ev": -49547.66102,
  "homo_energy_ha": -0.34498
}

---

[2]
{
  "formula": "C24H29N4O6RbS2",
  "method": "ωB97M-V with the def2-TZVPD basis set",
  "elements": ["Rb", "C", "C", "O", "C", "C", "C", "C", "C", "C", "O", "H", "H", "H", "H", "H", "H", "H", "O", "S", "O", "O", "O", "C", "C", "N", "C", "C", "C", "C", "N", "H", "H", "H", "H", "H", "H", "H", "H", "H", "H", "H", "H", "H", "H", "S", "C", "C", "C", "N", "C", "C", "C", "C", "C", "N", "C", "C", "H", "H", "H", "H", "H", "H", "H", "H"],
  "xyz": [[1.12, 0.16, -0.57], [-0.46, 4.53, 2.22], [-0.23, 3.86, 0.85], [0.78, 3.19, 0.76], [-1.21, 4.09, -0.20], [-2.19, 5.09, 0.00], [-3.15, 5.42, -0.92], [-3.18, 4.70, -2.13], [-2.27, 3.72, -2.38], [-1.21, 3.34, -1.45], [-0.42, 2.43, -1.76], [0.23, 4.06, 2.92], [-1.49, 4.42, 2.58], [-0.24, 5.60, 2.17], [-2.17, 5.65, 0.93], [-3.87, 6.21, -0.72], [-3.94, 4.92, -2.88], [-2.29, 3.16, -3.31], [1.24, -2.58, -0.44], [2.74, -2.68, -0.41], [3.20, -3.87, -1.14], [3.27, -1.43, -1.04], [3.18, -2.72, 1.02], [1.04, 0.45, -6.12], [-0.32, -0.25, -6.03], [-0.29, -1.51, -5.34], [-0.36, -2.72, -6.14], [0.94, -3.05, -6.87], [-0.12, -1.54, -3.95], [0.08, -2.88, -3.30], [-0.10, -0.49, -3.22], [0.94, 1.44, -6.56], [1.74, -0.13, -6.72], [1.48, 0.57, -5.12], [-0.69, -0.44, -7.04], [-1.04, 0.42, -5.56], [-1.17, -2.59, -6.87], [-0.64, -3.55, -5.50], [1.20, -2.28, -7.59], [0.85, -4.00, -7.41], [1.76, -3.14, -6.16], [0.81, -3.49, -3.83], [-0.87, -3.43, -3.28], [0.44, -2.74, -2.28], [-0.25, 0.37, -3.73], [1.95, -0.62, 6.83], [1.42, -0.40, 5.13], [0.37, 0.46, 4.84], [0.00, 0.59, 3.51], [0.59, -0.06, 2.51], [1.61, -0.87, 2.80], [2.06, -1.06, 4.10], [0.59, -1.57, 7.44], [0.15, -2.73, 6.80], [-0.90, -3.44, 7.36], [-1.52, -3.10, 8.49], [-1.09, -1.99, 9.09], [-0.06, -1.19, 8.61], [-0.15, 1.01, 5.62], [-0.82, 1.25, 3.23], [2.10, -1.43, 1.98], [2.89, -1.74, 4.29], [0.61, -3.06, 5.88], [-1.25, -4.34, 6.87], [-1.61, -1.71, 10.00], [0.23, -0.29, 9.13]],
  "charge": -2,
  "mol_weight_g_mol": 619.120,
  "total_energy_ev": -65932.66860,
  "homo_energy_ha": -0.05917
}

---

[3]
{
  "formula": "C3H12N6O3Tl",
  "method": "ωB97M-V with the def2-TZVPD basis set",
  "elements": ["Tl", "C", "O", "N", "N", "H", "H", "H", "H", "C", "O", "N", "N", "H", "H", "H", "H", "C", "O", "N", "N", "H", "H", "H", "H"],
  "xyz": [[-23.38, -22.09, 22.08], [-25.32, -22.15, 19.84], [-24.53, -21.96, 20.77], [-25.89, -23.32, 19.54], [-25.62, -21.13, 19.06], [-26.48, -23.46, 18.73], [-25.59, -24.16, 20.01], [-26.27, -21.31, 18.32], [-25.28, -20.23, 19.36], [-20.85, -21.46, 23.42], [-21.72, -21.93, 22.67], [-20.65, -21.82, 24.61], [-20.07, -20.52, 23.04], [-19.84, -21.40, 25.04], [-21.35, -22.37, 25.10], [-20.20, -20.44, 22.04], [-19.31, -20.25, 23.64], [-25.73, -20.76, 23.07], [-24.87, -21.11, 22.26], [-26.91, -20.37, 22.80], [-25.58, -20.95, 24.29], [-26.99, -19.89, 21.91], [-27.52, -20.07, 23.54], [-24.70, -21.36, 24.56], [-26.50, -21.01, 24.71]],
  "charge": 3,
  "mol_weight_g_mol": 384.551,
  "total_energy_ev": -23045.80891,
  "homo_energy_ha": -0.77355
}

---

[4]
{
  "formula": "C19H20BrIrN2O3Se2Te2",
  "method": "ωB97M-V with the def2-TZVPD basis set",
  "elements": ["Ir", "O", "C", "C", "C", "C", "C", "C", "C", "O", "N", "N", "C", "C", "Br", "C", "C", "C", "C", "C", "C", "C", "H", "H", "H", "H", "H", "H", "H", "H", "H", "H", "H", "H", "H", "H", "Se", "Te", "Te", "Se", "C", "O", "C", "C", "H", "H", "H", "H", "H", "H"],
  "xyz": [[-0.44, -0.25, -1.39], [-0.23, -4.10, -0.96], [0.39, -4.58, 0.13], [0.35, -5.96, 0.35], [0.94, -6.51, 1.47], [1.58, -5.68, 2.38], [1.63, -4.31, 2.15], [1.04, -3.73, 1.04], [1.10, -2.23, 0.73], [0.02, -1.83, 0.02], [1.28, -1.50, 2.01], [1.31, -0.11, 2.03], [0.27, 0.54, 1.60], [0.23, 1.96, 1.61], [-1.29, 2.63, 0.64], [1.06, 2.78, 2.33], [1.19, 4.19, 2.33], [1.66, 4.85, 3.50], [1.83, 6.21, 3.54], [1.57, 6.99, 2.42], [1.12, 6.37, 1.26], [0.92, 5.01, 1.21], [-0.24, -3.09, -0.79], [-0.17, -6.57, -0.37], [0.91, -7.58, 1.64], [2.04, -6.09, 3.27], [2.13, -3.69, 2.88], [2.04, -2.06, 0.12], [2.17, -1.78, 2.40], [-0.62, 0.03, 1.23], [1.67, 2.23, 3.03], [1.88, 4.25, 4.38], [2.18, 6.69, 4.45], [1.72, 8.07, 2.45], [0.92, 6.97, 0.37], [0.60, 4.55, 0.29], [-1.41, 1.23, -2.84], [-0.07, 2.00, -4.76], [-1.28, -2.96, -3.74], [-2.31, -1.75, -1.89], [3.22, 1.74, -1.20], [1.91, 1.25, -1.01], [1.40, 0.30, -1.80], [2.24, -0.25, -2.92], [3.96, 0.94, -1.08], [3.38, 2.49, -0.42], [3.33, 2.21, -2.18], [2.48, 0.53, -3.65], [1.69, -1.03, -3.45], [3.18, -0.67, -2.54]],
  "charge": -2,
  "mol_weight_g_mol": 1009.621,
  "total_energy_ev": -247307.99696,
  "homo_energy_ha": [0.00289, 0.00182]
}

---

[5]
{
  "formula": "C2H4NPS",
  "method": "ωB97M-V with the def2-TZVPD basis set",
  "elements": ["C", "C", "N", "P", "S", "H", "H", "H", "H"],
  "xyz": [[0.06, -0.32, 0.46], [1.33, 0.27, -0.41], [-1.19, -0.83, 0.51], [-2.61, -0.85, -0.14], [-3.11, 1.04, -0.33], [1.86, -0.58, -0.89], [0.53, -0.44, 1.45], [1.87, 0.59, 0.48], [1.28, 1.12, -1.14]],
  "mol_weight_g_mol": 105.102,
  "smiles": "C/C=N\\P=S",
  "total_energy_ev": -23751.04082,
  "homo_energy_ha": -0.31579
}

---

[6]
{
  "formula": "C32H70B4F16N8O6",
  "method": "ωB97M-V with the def2-TZVPD basis set",
  "elements": ["C", "C", "O", "N", "H", "H", "C", "H", "H", "H", "H", "H", "H", "C", "C", "O", "N", "H", "H", "C", "H", "H", "H", "H", "H", "H", "C", "C", "O", "N", "H", "H", "C", "H", "H", "H", "H", "H", "H", "C", "C", "O", "N", "H", "H", "C", "H", "H", "H", "H", "H", "H", "C", "N", "C", "C", "C", "C", "C", "C", "C", "C", "N", "C", "C", "C", "H", "H", "H", "H", "H", "H", "H", "H", "H", "H", "H", "H", "H", "H", "C", "C", "C", "O", "C", "N", "H", "H", "H", "H", "H", "H", "H", "H", "H", "H", "H", "H", "C", "C", "C", "O", "C", "N", "H", "H", "H", "H", "H", "H", "H", "H", "H", "H", "H", "H", "B", "F", "F", "F", "F", "B", "F", "F", "F", "F", "B", "F", "F", "F", "F", "B", "F", "F", "F", "F"],
  "xyz": [[6.59, -5.62, -5.72], [7.69, -5.29, -6.73], [7.49, -4.93, -7.88], [9.10, -5.60, -6.28], [9.20, -6.14, -5.43], [9.31, -6.30, -6.98], [10.22, -4.56, -6.58], [6.74, -4.87, -4.95], [6.60, -6.66, -5.42], [5.59, -5.44, -6.11], [11.12, -5.06, -6.23], [9.85, -3.68, -6.06], [10.18, -4.35, -7.65], [-0.42, 9.77, 2.53], [-0.94, 8.63, 3.39], [-0.93, 7.51, 2.96], [-1.64, 8.88, 4.68], [-0.93, 9.18, 5.34], [-2.33, 9.61, 4.58], [-2.31, 7.62, 5.29], [-0.61, 10.66, 3.12], [-0.87, 9.84, 1.54], [0.66, 9.69, 2.36], [-1.63, 6.78, 5.20], [-3.31, 7.50, 4.88], [-2.33, 7.81, 6.36], [-1.25, -0.81, 2.50], [-0.98, -1.38, 1.16], [-1.45, -0.91, 0.07], [-0.16, -2.60, 1.10], [-0.20, -3.14, 1.95], [-0.72, -3.22, 0.53], [1.27, -2.42, 0.41], [-0.83, 0.18, 2.67], [-1.00, -1.44, 3.36], [-2.30, -0.55, 2.56], [1.90, -3.31, 0.46], [1.78, -1.66, 1.00], [1.13, -1.95, -0.56], [-0.28, 1.87, 11.69], [-1.78, 1.90, 11.34], [-2.09, 1.66, 10.15], [-2.78, 2.55, 12.25], [-2.55, 2.28, 13.19], [-2.72, 3.56, 12.30], [-4.11, 1.85, 12.08], [0.20, 2.81, 11.42], [0.25, 1.12, 11.10], [-0.07, 1.61, 12.73], [-3.97, 0.81, 12.34], [-4.56, 1.93, 11.08], [-4.78, 2.29, 12.82], [-7.21, 2.14, -1.91], [-6.87, 3.49, -2.42], [-6.19, 3.65, -3.57], [-5.96, 4.92, -4.08], [-6.44, 6.07, -3.36], [-7.07, 5.76, -2.12], [-7.18, 4.51, -1.63], [-6.19, 7.47, -3.88], [-6.24, 7.82, -5.22], [-6.02, 9.13, -5.65], [-5.71, 10.09, -4.78], [-5.82, 9.89, -3.48], [-5.90, 8.54, -3.03], [-5.33, 11.40, -5.32], [-6.84, 1.42, -2.64], [-8.29, 2.07, -1.81], [-6.74, 2.01, -0.94], [-6.02, 2.72, -4.10], [-5.55, 5.04, -5.07], [-7.55, 6.56, -1.58], [-7.83, 4.24, -0.80], [-6.34, 6.94, -5.84], [-5.94, 9.36, -6.70], [-5.54, 10.62, -2.73], [-5.75, 8.29, -1.99], [-4.83, 11.99, -4.56], [-6.22, 11.97, -5.61], [-4.60, 11.14, -6.08], [4.26, -13.48, 3.53], [4.39, -12.32, 2.50], [5.09, -11.02, 3.11], [5.39, -9.95, 2.17], [5.77, -8.77, 2.84], [5.18, -12.86, 1.22], [6.02, -13.30, 1.56], [4.63, -13.44, 0.61], [5.64, -12.18, 0.64], [4.04, -14.45, 3.09], [3.46, -13.23, 4.23], [5.19, -13.48, 4.10], [3.35, -12.14, 2.21], [6.01, -11.30, 3.63], [4.48, -10.72, 3.96], [6.50, -9.02, 3.61], [4.96, -8.28, 3.37], [6.21, -8.06, 2.13], [3.24, 1.90, -7.42], [1.90, 2.66, -7.15], [1.64, 2.77, -5.60], [2.64, 3.46, -4.94], [2.25, 3.50, -3.56], [2.18, 4.12, -7.76], [1.47, 4.76, -7.45], [3.04, 4.44, -7.34], [2.24, 4.19, -8.76], [3.28, 1.71, -8.50], [3.33, 0.87, -7.07], [4.10, 2.53, -7.20], [1.06, 2.26, -7.71], [1.47, 1.80, -5.13], [0.68, 3.25, -5.45], [1.74, 4.46, -3.57], [3.14, 3.63, -2.95], [1.60, 2.76, -3.10], [-1.13, -8.30, 3.17], [-0.61, -7.37, 4.09], [-0.51, -8.09, 1.97], [-0.91, -9.58, 3.53], [-2.49, -8.16, 2.87], [8.49, -1.06, -1.97], [7.55, -0.81, -2.98], [7.87, -0.81, -0.81], [8.94, -2.33, -2.07], [9.50, -0.16, -2.25], [-2.71, -4.86, -4.79], [-2.62, -5.17, -3.48], [-1.95, -3.72, -5.16], [-2.15, -5.92, -5.48], [-4.01, -4.71, -5.17], [-7.70, -2.63, 7.89], [-8.81, -3.42, 8.08], [-8.14, -1.35, 8.01], [-6.97, -2.93, 8.99], [-6.98, -2.90, 6.73]],
  "charge": 4,
  "mol_weight_g_mol": 1010.178,
  "total_energy_ev": -104684.47020,
  "homo_energy_ha": -0.43923
}

---

[7]
{
  "formula": "C28H38N5O4PtSSb2",
  "method": "ωB97M-V with the def2-TZVPD basis set",
  "elements": ["Pt", "N", "C", "S", "N", "N", "C", "C", "C", "C", "C", "C", "C", "O", "H", "H", "H", "H", "H", "H", "H", "C", "Sb", "C", "C", "C", "C", "C", "C", "C", "C", "C", "Sb", "C", "C", "H", "H", "H", "H", "H", "H", "H", "H", "H", "H", "H", "H", "H", "H", "H", "H", "H", "H", "H", "H", "C", "C", "C", "C", "C", "C", "O", "N", "C", "O", "N", "C", "O", "H", "H", "H", "H", "H", "H", "H", "H", "H", "H", "H"],
  "xyz": [[2.62, -0.03, -0.67], [3.72, -0.75, 3.51], [3.37, -0.76, 2.22], [3.74, 0.61, 1.26], [2.79, -1.90, 1.81], [2.60, -1.88, 0.50], [2.32, -3.05, -0.05], [2.55, -3.30, -1.41], [2.11, -4.54, -1.95], [2.43, -4.91, -3.21], [3.26, -4.06, -4.03], [3.76, -2.90, -3.56], [3.43, -2.45, -2.23], [3.94, -1.38, -1.80], [4.34, -0.03, 3.85], [3.64, -1.61, 4.04], [2.03, -3.86, 0.61], [1.50, -5.19, -1.33], [2.07, -5.85, -3.61], [3.49, -4.38, -5.04], [4.39, -2.26, -4.15], [-3.45, 0.85, -0.09], [-1.48, 1.09, 0.70], [-0.83, 2.59, -0.67], [-2.49, 3.02, 2.07], [-2.76, 2.46, 3.33], [-3.95, 1.70, 3.54], [-4.18, 1.05, 4.71], [-3.23, 1.13, 5.74], [-2.08, 1.90, 5.59], [-1.82, 2.59, 4.41], [-0.61, 3.43, 4.28], [0.96, 2.53, 3.02], [2.52, 3.34, 4.21], [0.85, 0.59, 3.93], [-4.18, 0.85, 0.71], [-3.48, -0.11, -0.60], [-3.67, 1.65, -0.80], [-1.36, 3.52, -0.48], [-1.05, 2.26, -1.69], [0.24, 2.76, -0.56], [-3.31, 3.13, 1.37], [-1.69, 3.75, 1.97], [-4.68, 1.66, 2.74], [-5.09, 0.48, 4.85], [-3.40, 0.61, 6.67], [-1.38, 1.97, 6.41], [-0.12, 3.59, 5.25], [-0.81, 4.39, 3.82], [2.52, 2.88, 5.20], [2.37, 4.42, 4.30], [3.49, 3.18, 3.73], [1.50, 0.54, 4.81], [1.14, -0.18, 3.22], [-0.18, 0.40, 4.24], [-1.72, 1.63, -4.17], [-2.20, 0.25, -3.74], [-1.09, -0.79, -3.43], [-1.73, -2.17, -3.25], [-0.73, -3.27, -2.91], [-0.17, -0.81, -4.63], [-0.47, -1.31, -5.68], [1.03, -0.13, -4.48], [1.56, 0.24, -3.27], [2.67, 0.75, -3.19], [0.89, -0.04, -2.09], [-0.39, -0.40, -2.13], [-1.07, -0.44, -1.09], [-2.56, 2.33, -4.20], [-1.29, 1.61, -5.18], [-0.97, 2.04, -3.50], [-2.82, -0.19, -4.52], [-2.81, 0.32, -2.84], [-2.24, -2.41, -4.19], [-2.48, -2.08, -2.47], [0.07, -3.33, -3.65], [-1.21, -4.25, -2.88], [-0.27, -3.10, -1.93], [1.62, -0.01, -5.30]],
  "charge": 1,
  "mol_weight_g_mol": 979.308,
  "total_energy_ev": -72441.90129,
  "homo_energy_ha": [-0.38161, -0.39239],
  "multiplicity": 5
}

---

[8]
{
  "formula": "C4H18N2O5",
  "method": "ωB97M-V with the def2-TZVPD basis set",
  "elements": ["N", "C", "C", "C", "N", "C", "O", "H", "H", "H", "H", "H", "H", "H", "H", "H", "H", "H", "H", "O", "H", "H", "O", "H", "H", "O", "H", "H", "O"],
  "xyz": [[1.01, -1.05, 2.13], [-0.28, -0.33, 1.73], [-1.17, -1.19, 0.73], [0.22, 0.95, 0.98], [-0.43, 2.18, 1.05], [-1.52, 2.37, 2.01], [1.29, 0.90, 0.38], [0.60, -1.89, 2.51], [1.60, -1.21, 1.34], [-0.64, -0.10, 2.71], [-2.09, -0.90, 0.86], [-1.05, -2.28, 1.08], [-0.93, -1.26, -0.30], [-0.12, 2.91, 0.61], [-2.33, 3.10, 1.71], [-1.98, 1.43, 2.33], [-1.09, 3.07, 2.72], [1.95, -0.71, -1.31], [2.83, -1.45, -2.32], [2.07, -1.59, -1.74], [-0.14, 1.39, -1.64], [0.67, 2.20, -2.70], [-0.32, 1.94, -2.53], [1.98, -3.28, -0.96], [1.52, -2.57, 0.14], [1.88, -3.44, -0.02], [-1.72, 0.52, -3.23], [-0.48, 0.29, -4.34], [-1.32, 0.01, -3.92]],
  "mol_weight_g_mol": 174.197,
  "smiles": "CNC(=O)[C@@H](C)N.O.O.O.O",
  "total_energy_ev": -17655.48666,
  "homo_energy_ha": -0.35800
}